# 1
The following is a quantum chemistry calculation of a 3-piece molecular cluster, C4H13NO2 overall in a non-equilibrium geometry, from the Open Molecules 2025 dataset.

The HOMO energy (spin up / spin down) is -14.6 / -14.9 eV. Its multiplicity is 2. The calculation puts the gap between HOMO and LUMO (spin up / spin down) at 10.79 / 7.65 eV. As for the strongest force on any atom: 2.20 eV/A. Its net charge is +1. Its expectation value of S² is 0.756. Its energy above the lowest of the compared OMol25 structures with the same formula, charge and spin is 18.8 kcal per mole. The total energy is -365.11709 hartree.

Geometry as XYZ:
```
20
Properties=species:S:1:pos:R:3:nbo_charge:R:1
C 1.82 -0.83 -0.75 -0.718
N -0.53 -0.49 0.99 -0.670
C -0.60 -1.36 -0.01 0.321
C 0.54 -1.56 -0.83 0.040
C -1.84 -2.01 -0.50 -0.703
H 1.96 -0.19 0.12 0.217
H 2.71 -1.42 -0.90 0.279
H 1.79 -0.03 -1.51 0.309
H 0.43 -0.23 1.20 0.417
H -1.07 -0.74 1.82 0.442
H 0.60 -2.32 -1.60 0.240
H -2.61 -1.22 -0.60 0.277
H -2.29 -2.69 0.22 0.278
H -1.81 -2.31 -1.53 0.267
H -1.35 2.80 1.16 0.473
H -1.51 1.33 0.79 0.451
O -1.97 2.06 1.23 -0.923
H 1.60 3.32 -0.32 0.492
H 2.91 2.41 0.19 0.487
O 2.37 2.77 -0.51 -0.976
```

---

# 2
The following is a quantum chemistry calculation of a 2-piece molecular cluster, C4H13NO2 overall in a non-equilibrium geometry, from the Open Molecules 2025 dataset.

The HOMO energy (spin up / spin down) is -14.4 / -14.4 eV. Its multiplicity is 2. The calculation puts the gap between HOMO and LUMO (spin up / spin down) at 10.75 / 5.32 eV. As for the strongest force on any atom: 5.07 eV/A. Its net charge is +1. Its expectation value of S² is 0.754. Its energy above the lowest of the compared OMol25 structures with the same formula, charge and spin is 77.0 kcal per mole. The total energy is -365.02435 hartree.

Geometry as XYZ:
```
20
Properties=species:S:1:pos:R:3:nbo_charge:R:1
C 0.59 -1.11 -1.89 -0.628
C 0.30 -0.29 -0.66 -0.085
C 1.68 0.55 -0.28 -0.432
C 1.79 1.58 0.87 -0.090
O 0.78 1.36 1.89 -0.735
N -0.74 0.75 -1.06 -0.250
H 1.24 -1.97 -1.65 0.264
H 1.11 -0.35 -2.48 0.227
H -0.25 -1.50 -2.42 0.249
H -0.03 -0.75 0.32 0.310
H 2.47 -0.26 -0.42 0.260
H 1.72 1.22 -1.25 0.207
H 2.71 1.74 1.45 0.234
H 1.52 2.53 0.27 0.159
H 0.49 2.22 2.20 0.486
H -1.72 0.71 -0.62 0.423
H -0.47 1.66 -0.63 0.399
H -3.58 -2.08 1.67 0.471
H -4.23 -2.34 0.26 0.475
O -3.53 -2.67 0.91 -0.945
```

---

# 3
The following is a quantum chemistry calculation of a 3-piece molecular cluster, C4H13NO3 overall in a non-equilibrium geometry, from the Open Molecules 2025 dataset.

The HOMO energy (spin up / spin down) is -0.1 / -3.8 eV. Its multiplicity is 2. The calculation puts the gap between HOMO and LUMO (spin up / spin down) at 3.93 / 7.57 eV. As for the strongest force on any atom: 2.85 eV/A. Its net charge is -1. Its expectation value of S² is 0.754. Its energy above the lowest of the compared OMol25 structures with the same formula, charge and spin is 30.6 kcal per mole. The total energy is -440.62305 hartree.

Geometry as XYZ:
```
21
Properties=species:S:1:pos:R:3:nbo_charge:R:1
C 0.24 2.18 1.58 -0.645
C -0.54 1.99 0.25 -0.213
N -0.80 0.61 -0.16 -0.638
C -1.96 -0.03 0.49 -0.289
C -1.77 -1.57 0.38 0.004
O -0.88 -2.24 -0.26 -0.821
H 0.05 1.32 2.22 0.218
H 0.00 3.17 1.98 0.189
H 1.29 2.25 1.29 0.199
H 0.05 2.33 -0.62 0.180
H -1.48 2.56 0.26 0.171
H 0.01 0.04 0.00 0.353
H -2.08 0.48 1.46 0.132
H -2.86 0.24 -0.08 0.146
H -2.58 -2.13 0.91 0.056
H 2.27 -1.22 -2.85 0.491
H 3.38 -2.14 -2.35 0.475
O 3.08 -1.65 -3.10 -0.968
H 0.83 -1.66 -0.52 0.518
H 1.99 -2.70 -0.26 0.464
O 1.78 -1.83 -0.63 -1.023
```

---

# 4
The following is a quantum chemistry calculation of a 2-piece molecular cluster, C4H13NO3 overall in a non-equilibrium geometry, from the Open Molecules 2025 dataset.

The HOMO energy is -8.7 eV. The calculation puts the gap between HOMO and LUMO at 9.62 eV. As for the strongest force on any atom: 1.23 eV/A. Its energy above the lowest of the compared OMol25 structures with the same formula, charge and spin is 113.3 kcal per mole. Its structure (SMILES) is CON(C)O.COC. The total energy is -440.53460 hartree.

Geometry as XYZ:
```
21
Properties=species:S:1:pos:R:3:nbo_charge:R:1
C 2.01 0.14 0.79 -0.255
O 0.88 0.18 1.61 -0.433
N 0.13 -1.04 1.48 0.073
C -0.16 -1.54 2.81 -0.438
O -1.11 -0.72 0.88 -0.610
H 2.44 1.14 0.82 0.186
H 2.74 -0.58 1.17 0.169
H 1.75 -0.12 -0.24 0.184
H -0.77 -2.43 2.69 0.213
H 0.79 -1.79 3.28 0.208
H -0.69 -0.80 3.42 0.189
H -0.89 -0.47 -0.04 0.489
C -1.09 -0.04 -2.72 -0.250
O -0.34 0.39 -1.61 -0.562
C -0.45 1.78 -1.38 -0.255
H -0.74 0.43 -3.64 0.171
H -0.95 -1.12 -2.79 0.199
H -2.15 0.19 -2.59 0.170
H -0.06 2.35 -2.24 0.170
H -1.49 2.07 -1.20 0.174
H 0.14 2.00 -0.49 0.206
```

---

# 5
The following is a quantum chemistry calculation of a 2-piece molecular cluster, C4H13NO3 overall in a non-equilibrium geometry, from the Open Molecules 2025 dataset.

The HOMO energy is -9.2 eV. The calculation puts the gap between HOMO and LUMO at 9.95 eV. As for the strongest force on any atom: 5.46 eV/A. Its energy above the lowest of the compared OMol25 structures with the same formula, charge and spin is 70.8 kcal per mole. Its structure (SMILES) is N[C@@H](CO)CCO.O. The total energy is -440.60243 hartree.

Geometry as XYZ:
```
21
Properties=species:S:1:pos:R:3:nbo_charge:R:1
N -0.26 1.55 1.09 -0.847
C -0.76 1.16 -0.20 -0.064
C -0.64 2.25 -1.42 -0.068
O -1.41 3.31 -1.22 -0.728
C 0.16 -0.07 -0.55 -0.439
C -0.46 -1.31 -0.03 -0.056
O -0.41 -1.61 1.36 -0.737
H -0.64 2.48 1.50 0.357
H 0.71 1.58 1.09 0.353
H -1.81 0.96 -0.10 0.197
H -1.01 1.83 -2.31 0.167
H 0.28 2.70 -1.72 0.157
H -1.47 3.75 -0.37 0.471
H 1.19 0.16 -0.19 0.208
H 0.23 -0.14 -1.72 0.223
H -0.08 -2.18 -0.48 0.172
H -1.63 -1.34 -0.26 0.151
H -0.09 -0.83 1.88 0.483
O 2.96 -4.51 1.25 -0.952
H 3.16 -5.41 1.21 0.470
H 2.00 -4.33 1.19 0.482
```

---

# 6
The following is a quantum chemistry calculation of a 3-piece molecular cluster, C4H13NO3 overall in a non-equilibrium geometry, from the Open Molecules 2025 dataset.

The HOMO energy is -9.3 eV. The calculation puts the gap between HOMO and LUMO at 9.65 eV. As for the strongest force on any atom: 6.07 eV/A. Its energy above the lowest of the compared OMol25 structures with the same formula, charge and spin is 113.4 kcal per mole. The total energy is -440.53454 hartree.

Geometry as XYZ:
```
21
Properties=species:S:1:pos:R:3:nbo_charge:R:1
O 0.96 1.52 -0.68 -0.763
C 0.88 0.61 0.32 0.346
C -0.27 -0.22 0.65 -0.072
C 0.83 -1.09 -0.07 -0.519
C -0.23 -2.33 -0.49 -0.522
N -0.60 -0.67 1.96 -0.849
H 1.65 0.67 1.14 0.194
H -1.22 0.05 0.22 0.263
H 1.34 -0.94 -1.10 0.343
H 1.55 -1.57 0.74 0.255
H -0.46 -2.71 0.46 0.210
H 0.33 -3.11 -0.93 0.207
H -0.91 -1.80 -1.15 0.254
H -0.39 -0.01 2.76 0.393
H -1.54 -1.01 2.10 0.387
H -1.18 0.87 -2.60 0.467
H 0.11 1.01 -1.71 0.490
O -0.52 0.33 -2.12 -1.040
H 0.26 2.81 -0.12 0.493
H -0.26 4.26 0.17 0.459
O -0.33 3.34 0.46 -0.996
```

---

# 7
The following is a quantum chemistry calculation of a 2-piece molecular cluster, C4H13NO3 overall in a non-equilibrium geometry, from the Open Molecules 2025 dataset.

The HOMO energy is -8.9 eV. The calculation puts the gap between HOMO and LUMO at 9.41 eV. As for the strongest force on any atom: 4.86 eV/A. Its energy above the lowest of the compared OMol25 structures with the same formula, charge and spin is 101.5 kcal per mole. Its structure (SMILES) is OCCCNCO.O. The total energy is -440.55346 hartree.

Geometry as XYZ:
```
21
Properties=species:S:1:pos:R:3:nbo_charge:R:1
O 0.71 -2.92 -0.94 -0.735
C 1.51 -1.78 -0.95 -0.061
C 0.53 -0.70 -1.45 -0.434
C -0.63 -0.35 -0.60 -0.229
N 0.01 0.31 0.55 -0.694
C -0.58 0.71 1.85 0.100
O -1.87 1.31 1.57 -0.758
H 0.58 -3.31 0.02 0.477
H 2.32 -1.91 -1.76 0.185
H 1.92 -1.61 0.06 0.159
H 1.11 0.25 -1.81 0.209
H 0.23 -1.11 -2.49 0.224
H -1.34 0.38 -0.85 0.198
H -1.22 -1.31 -0.32 0.173
H 0.85 -0.37 0.81 0.343
H -0.53 -0.14 2.52 0.166
H -0.07 1.73 2.21 0.201
H -2.00 1.80 0.77 0.477
O -0.45 3.19 0.66 -0.938
H 0.06 2.47 0.09 0.488
H -1.15 3.34 0.05 0.449
```

---

# 8
The following is a quantum chemistry calculation of a 3-piece molecular cluster, C4H13NO3 overall in a non-equilibrium geometry, from the Open Molecules 2025 dataset.

The HOMO energy is -9.2 eV. The calculation puts the gap between HOMO and LUMO at 9.79 eV. As for the strongest force on any atom: 4.53 eV/A. Its energy above the lowest of the compared OMol25 structures with the same formula, charge and spin is 65.5 kcal per mole. Its structure (SMILES) is CCN(C)C=O.O.O. The total energy is -440.61083 hartree.

Geometry as XYZ:
```
21
Properties=species:S:1:pos:R:3:nbo_charge:R:1
C 1.14 0.11 1.45 -0.638
C -0.42 -0.13 1.59 -0.204
N -1.08 1.05 1.01 -0.447
C -2.55 0.96 1.04 -0.442
C -0.62 2.30 1.36 0.502
O -1.36 3.29 1.31 -0.603
H 1.47 0.47 0.55 0.220
H 1.60 -0.87 1.45 0.221
H 1.60 0.78 2.12 0.209
H -0.77 -0.20 2.68 0.183
H -0.90 -1.08 1.05 0.222
H -3.11 -0.07 1.40 0.202
H -2.92 1.13 -0.02 0.213
H -3.06 1.68 1.65 0.226
H 0.40 2.48 1.32 0.134
O 2.14 -1.49 -4.95 -0.940
H 1.88 -0.64 -5.27 0.468
H 2.61 -1.91 -5.81 0.472
O 0.98 -2.39 -1.20 -0.937
H 1.47 -2.40 -2.03 0.476
H 1.49 -3.06 -0.71 0.462
```

---

# 9
The following is a quantum chemistry calculation of a 4-piece molecular cluster, C4H13NO3 overall in a non-equilibrium geometry, from the Open Molecules 2025 dataset.

The HOMO energy is -8.8 eV. The calculation puts the gap between HOMO and LUMO at 3.36 eV. As for the strongest force on any atom: 4.12 eV/A. Its energy above the lowest of the compared OMol25 structures with the same formula, charge and spin is 210.1 kcal per mole. The total energy is -440.38042 hartree.

Geometry as XYZ:
```
21
Properties=species:S:1:pos:R:3:nbo_charge:R:1
C 0.70 -1.19 -2.01 0.404
N -0.33 -0.54 -1.40 -0.113
C -0.41 -0.83 0.04 -0.318
C 0.79 -0.21 0.84 -0.568
C 0.79 2.40 -2.26 -0.854
O 1.69 -1.74 -1.48 -0.417
H 0.71 -1.02 -3.09 0.145
H -1.35 -0.35 0.42 0.273
H -0.47 -1.92 0.21 0.294
H 1.07 0.80 0.44 0.217
H 1.68 -0.87 0.89 0.241
H 0.46 0.02 1.85 0.273
H 1.35 2.16 -3.15 0.214
H 1.53 2.95 -1.65 0.215
H 0.04 3.10 -2.66 0.225
H 0.45 1.57 -1.64 0.211
H -1.60 -2.28 3.41 0.458
O -1.22 -1.91 2.63 -0.913
H -1.48 -0.94 2.72 0.452
H -2.56 0.44 3.31 0.444
O -1.85 0.35 2.60 -0.883
```

---

# 10
The following is a quantum chemistry calculation of a 3-piece molecular cluster, C4H13NO3 overall in a non-equilibrium geometry, from the Open Molecules 2025 dataset.

The HOMO energy (spin up / spin down) is -13.6 / -13.6 eV. Its multiplicity is 2. The calculation puts the gap between HOMO and LUMO (spin up / spin down) at 9.38 / 4.72 eV. As for the strongest force on any atom: 6.09 eV/A. Its net charge is +1. Its expectation value of S² is 0.755. Its energy above the lowest of the compared OMol25 structures with the same formula, charge and spin is 73.3 kcal per mole. The total energy is -440.27317 hartree.

Geometry as XYZ:
```
21
Properties=species:S:1:pos:R:3:nbo_charge:R:1
C 0.08 2.50 1.43 -0.648
C -0.70 2.18 0.20 -0.299
N -1.14 0.76 -0.12 -0.048
C -1.89 0.15 0.97 -0.406
C -1.71 -1.40 0.74 0.461
O -0.70 -1.93 0.30 -0.490
H -0.52 2.81 2.35 0.237
H 0.76 3.36 1.38 0.280
H 0.68 1.61 1.78 0.240
H 0.03 2.50 -0.59 0.258
H -1.52 2.81 0.00 0.246
H -0.30 0.23 -0.30 0.425
H -1.52 0.27 1.98 0.309
H -2.84 0.59 0.99 0.271
H -2.63 -1.95 0.89 0.168
H 2.87 -1.21 -1.90 0.459
H 3.13 -1.29 -3.40 0.468
O 2.84 -0.67 -2.74 -0.936
H 1.06 -1.81 -0.15 0.475
H 2.46 -2.08 -0.52 0.471
O 1.82 -1.36 -0.28 -0.941
```

---

# 11
The following is a quantum chemistry calculation of a 2-piece molecular cluster, C4H13NO3P overall in a non-equilibrium geometry, from the Open Molecules 2025 dataset.

The HOMO energy is -13.7 eV. The calculation puts the gap between HOMO and LUMO at 8.28 eV. As for the strongest force on any atom: 4.03 eV/A. Its net charge is +1. Its energy above the lowest of the compared OMol25 structures with the same formula, charge and spin is 93.2 kcal per mole. The total energy is -781.67373 hartree.

Geometry as XYZ:
```
22
Properties=species:S:1:pos:R:3:nbo_charge:R:1
C 0.06 -1.82 -1.51 -0.598
C -0.74 -0.53 -1.16 -0.551
C -0.10 0.63 -0.50 0.043
C -0.98 1.45 0.48 0.650
N 0.85 -0.81 1.36 -0.995
O -0.19 2.35 1.21 -0.729
O -1.98 2.03 -0.38 -0.737
O -1.56 0.54 1.27 -0.698
P 1.42 1.24 -0.86 0.526
H 1.08 -1.69 -1.78 0.217
H -0.35 -2.34 -2.28 0.237
H -0.03 -2.60 -0.72 0.226
H -1.80 -0.81 -0.75 0.279
H -1.09 -0.05 -2.27 0.319
H 0.55 -1.71 1.49 0.379
H 0.55 -0.23 2.06 0.372
H 1.80 -0.85 1.50 0.365
H -0.55 2.55 2.12 0.522
H -2.45 2.85 0.01 0.516
H -2.49 0.83 1.21 0.512
H 2.32 0.10 -0.86 0.067
H 1.72 1.90 0.35 0.080
```

---

# 12
The following is a quantum chemistry calculation of an isolated ion of composition C4H13NOPS and charge +1, from the Open Molecules 2025 dataset.

The HOMO energy is -14.1 eV. The calculation puts the gap between HOMO and LUMO at 10.42 eV. As for the strongest force on any atom: 0.73 eV/A. Its net charge is +1. Its energy above the lowest of the compared OMol25 structures with the same formula, charge and spin is 4.5 kcal per mole. The total energy is -1029.51612 hartree.

Geometry as XYZ:
```
21
Properties=species:S:1:pos:R:3:nbo_charge:R:1
C 2.57 0.42 0.03 -0.616
C 1.73 -0.86 0.06 -0.419
C 0.22 -0.58 0.18 -0.289
C -0.62 -1.71 0.78 -0.634
S -0.38 -0.04 -1.48 0.141
P -2.34 1.30 -1.29 1.413
N -1.67 2.56 -0.43 -1.178
O -3.17 0.52 -0.18 -0.972
H 2.03 1.25 -0.42 0.192
H 2.84 0.72 1.04 0.226
H 3.48 0.29 -0.54 0.241
H 1.93 -1.47 -0.82 0.222
H 1.99 -1.46 0.93 0.233
H 0.10 0.33 0.76 0.219
H -1.28 -2.20 0.06 0.225
H -1.25 -1.36 1.59 0.225
H 0.04 -2.49 1.18 0.247
H -0.88 -1.20 -1.94 0.180
H -0.83 2.99 -0.80 0.425
H -1.59 2.48 0.57 0.405
H -2.90 0.52 0.75 0.514
```